ORCA calculation (ωB97M-V/def2-TZVPD) on a 12-piece molecular cluster, C32H88O12 overall in a non-equilibrium geometry.

## Properties
max |F|	3.3	eV/Å
spin multiplicity	1
HOMO level	-9.613	eV
SMILES string	CC(C)O.CC(C)O.CC(C)O.CC(C)O.CC(C)O.CC(C)O.CC(C)O.CC(C)O.CCO.CCO.CCO.CCO

XYZ file:
```
132
Properties=species:S:1:pos:R:3:mulliken_charge:R:1
O 2.175 10.724 -14.887 -0.5222
O 2.482 15.003 -8.001 -0.5594
O 5.125 19.054 -13.890 -0.5377
O 0.512 17.331 -8.498 -0.5009
O 2.345 15.999 -13.964 0.0650
O -2.189 15.781 -18.865 -0.6365
O 1.195 19.804 -17.947 -0.5179
O 0.029 11.942 -12.483 -0.1714
O -2.814 20.439 -12.757 -0.5560
O -4.013 12.034 -16.972 -0.5708
O 3.466 13.423 -14.182 0.2761
O -3.488 15.544 -8.561 -0.5372
C -4.191 12.549 -15.626 0.2913
C 1.108 16.271 -13.460 -0.2540
C -0.636 10.700 -12.635 0.0164
C -3.784 19.480 -13.106 0.5806
C -5.261 13.670 -15.484 -1.2650
C 7.405 18.539 -13.949 -1.3400
C 4.816 13.728 -13.848 1.6044
C -2.793 13.019 -15.169 -0.1997
C -0.113 18.146 -9.420 1.7299
C 0.766 19.407 -9.610 -1.5137
C -3.035 18.333 -13.681 -1.2104
C 0.266 14.956 -13.404 1.1293
C -0.180 9.718 -11.594 -1.3303
C 2.345 9.910 -17.029 -1.5644
C -4.599 19.123 -11.889 -1.1687
C -0.556 15.672 -16.973 -0.2656
C 5.788 13.347 -15.010 -1.7957
C 2.290 18.901 -18.180 -0.5256
C -1.475 18.676 -8.817 -1.3619
C -3.064 15.481 -10.806 0.0905
C -1.056 15.057 -18.298 0.7898
C 5.375 12.949 -12.671 -1.3970
C 2.535 15.020 -10.432 0.5379
C 1.413 10.669 -16.043 0.5329
C -3.196 14.606 -9.545 0.3438
C 5.965 17.930 -13.776 0.4713
C 0.053 14.767 -19.322 -1.3640
C -4.256 13.546 -9.691 -1.4106
C 2.615 18.081 -16.910 -0.4084
C 5.581 17.350 -12.416 -1.1077
C 3.309 14.786 -9.115 -0.7974
C 1.140 12.127 -16.433 -0.7941
H 0.582 17.080 -13.968 0.4328
H 5.923 12.274 -15.151 0.3888
H 7.550 19.451 -13.371 0.3342
H -5.168 20.002 -11.588 0.3941
H -4.416 15.789 -8.580 0.3565
H 0.293 15.133 -16.553 -0.0842
H -0.664 10.318 -13.656 0.0517
H 3.198 19.413 -18.499 0.4146
H 6.795 13.747 -14.893 0.3798
H -2.197 17.872 -13.158 0.1041
H 2.366 15.956 -7.992 0.3085
H -2.266 14.070 -9.358 0.2929
H -4.411 19.916 -13.884 0.3165
H -5.230 13.948 -9.413 0.3729
H 4.888 14.803 -13.681 -0.4887
H 0.471 12.177 -17.293 0.4372
H -2.005 12.276 -15.293 0.0990
H -1.392 19.260 -7.900 0.4132
H -2.422 13.893 -15.705 -0.2889
H -6.039 13.567 -16.241 0.3528
H -2.263 16.201 -10.636 -0.3499
H -5.655 13.788 -14.475 0.3664
H 0.717 13.961 -19.010 0.2657
H 3.071 14.294 -14.260 -0.2710
H -3.926 16.113 -11.021 0.2746
H 3.113 14.762 -11.319 -0.3170
H 2.523 8.923 -16.602 0.3970
H -0.303 10.114 -10.586 0.2716
H -2.540 18.646 -14.600 0.4324
H -3.213 21.305 -12.871 0.3207
H -3.828 12.724 -17.613 0.3156
H 1.813 9.709 -17.959 0.4030
H 5.402 11.861 -12.723 0.4017
H 1.420 19.635 -8.768 0.3929
H 0.682 12.650 -15.595 -0.1632
H -1.480 14.074 -18.095 -0.1780
H -4.019 18.840 -11.010 0.0695
H 5.958 16.336 -12.279 0.2333
H -1.356 15.679 -16.233 0.0250
H -4.540 11.794 -14.921 0.3459
H -0.385 14.307 -20.207 0.4160
H -2.720 14.893 -11.657 -0.0945
H 5.383 13.646 -15.976 0.4176
H -2.025 17.778 -8.538 0.3479
H 4.497 17.241 -12.404 0.1985
H -2.790 13.236 -14.100 0.2555
H 1.698 14.336 -10.572 0.1180
H -0.093 14.631 -14.381 -0.4826
H 4.196 15.396 -8.944 0.3283
H 6.369 13.286 -12.376 0.4334
H -4.389 13.120 -10.686 0.2809
H 3.710 13.772 -9.109 0.3965
H 3.235 10.492 -17.269 0.2963
H 2.053 17.169 -16.710 -0.0731
H 2.640 11.552 -14.748 0.1745
H 1.999 18.168 -18.933 0.1721
H -0.185 17.623 -10.374 -0.6145
H 0.814 9.300 -11.750 0.3111
H 0.175 20.323 -9.638 0.3832
H 1.527 20.703 -18.006 0.2924
H -5.359 18.369 -12.092 0.3760
H -4.847 14.670 -15.608 0.2523
H 8.129 17.967 -13.369 0.4067
H -0.631 15.352 -12.928 -0.3531
H 6.048 17.955 -11.639 0.5133
H 3.682 17.857 -16.893 0.3773
H 5.389 19.640 -13.176 0.3491
H 0.468 15.705 -19.691 0.2588
H -0.830 8.843 -11.574 0.4304
H 5.743 17.138 -14.491 0.2218
H 1.257 16.709 -12.473 0.1755
H 2.399 18.727 -16.059 0.2577
H 4.796 13.217 -11.788 0.1108
H -3.704 17.556 -14.049 0.3720
H -4.070 12.731 -8.993 0.3501
H -1.705 10.870 -12.511 0.3226
H -2.100 19.122 -9.590 0.2006
H -0.292 16.729 -17.016 0.4400
H -1.973 16.681 -19.119 0.3591
H 7.884 18.446 -14.924 0.3296
H 2.878 16.716 -13.611 -0.2458
H 1.378 19.323 -10.507 0.2601
H 2.031 12.720 -16.640 0.3934
H -0.111 16.815 -7.981 0.2871
H 0.921 11.926 -12.836 0.0447
H 2.275 16.072 -10.314 -0.0557
H 0.533 10.050 -15.866 0.2858
H 0.824 14.222 -12.822 -0.3765
```

---

ORCA calculation (ωB97M-V/def2-TZVPD) on a 12-piece molecular cluster, C32H88O28S12 overall in a non-equilibrium geometry.

## Properties
max |F|	4.7	eV/Å
spin multiplicity	1
HOMO level	-8.889	eV

XYZ file:
```
160
Properties=species:S:1:pos:R:3:mulliken_charge:R:1
S -0.738 -4.473 -5.083 1.1020
S 4.226 -1.873 -5.557 0.4565
S -5.236 -1.426 1.015 0.7392
S 3.069 3.750 -2.262 0.9070
S 3.793 1.662 2.193 0.9516
S -3.238 1.676 4.153 0.9948
S 0.990 -0.723 6.765 0.4262
S -0.809 -7.487 0.362 1.0716
S -1.809 6.489 1.459 1.0067
S 2.749 -4.400 0.454 1.0550
S -5.489 -0.188 -2.733 1.1027
S -0.272 -0.353 -0.258 0.3675
O 2.480 2.491 -1.980 -0.2261
O -5.986 -0.180 -4.125 -0.6197
O -1.845 1.664 3.752 -0.1784
O -3.842 0.496 4.827 -0.6418
O -3.767 -1.872 1.257 -0.5676
O -1.501 -5.981 0.053 -0.1888
O -3.508 3.012 5.095 -0.4395
O -1.006 -2.864 -4.743 -0.4161
O -1.567 7.434 0.353 -0.6372
O 2.395 1.906 2.366 -0.2294
O 3.437 -3.237 -0.137 -0.6152
O 2.891 -2.153 -6.268 -0.5661
O -0.782 -1.750 -0.567 -0.4060
O 0.047 -7.271 1.544 -0.5781
O 2.212 0.105 7.155 -0.6246
O -6.343 -0.584 -1.603 -0.5416
O 2.954 -5.720 -0.212 -0.6537
O -1.881 -8.465 0.400 -0.6257
O -2.008 -5.089 -5.470 -0.6176
O -2.650 5.259 1.288 -0.3846
O 2.363 4.561 -3.574 -0.3015
O 4.678 2.635 1.579 -0.6648
O 3.105 -4.459 2.131 -0.3946
O 3.181 4.760 -1.190 -0.6024
O 0.089 -5.082 -3.994 -0.5184
O -0.289 6.020 2.004 -0.3399
O 3.975 0.230 1.337 0.0642
O -4.706 1.283 -2.340 -0.4139
C 5.305 -0.123 1.003 -0.4105
C 0.291 -4.365 -6.638 -0.9761
C -0.303 -0.257 1.582 0.4611
C -0.181 -2.279 -3.762 0.5023
C -4.146 2.201 2.588 -0.4118
C -6.070 -3.060 0.619 -1.0625
C 3.366 -3.229 2.761 1.4896
C 5.320 -0.817 -6.663 -0.8929
C 2.841 5.855 -3.971 -0.2466
C -0.230 -0.792 -3.996 -0.8465
C 4.712 3.287 -3.134 -0.9893
C 3.428 -3.613 4.239 -1.6471
C 4.005 -0.789 -4.079 -0.5866
C 5.425 -0.182 -0.517 -0.8085
C -2.818 -4.625 -1.375 -0.2346
C 0.486 5.372 1.010 -0.3582
C -0.467 0.477 6.977 -0.6006
C -2.935 4.280 4.773 -0.5346
C -5.973 -1.076 2.749 -0.7900
C -2.260 7.552 2.932 -0.9650
C 1.754 7.008 -3.923 -1.2156
C -4.022 -1.266 -2.613 -0.4995
C 0.981 -3.983 0.510 -0.0183
C -0.095 4.105 0.222 -0.4630
C 0.188 -7.681 -1.120 -0.6434
C -4.877 3.200 -0.996 -1.2248
C -1.418 4.345 4.444 -0.3456
C 1.562 -0.424 -0.386 0.9052
C 0.909 -0.758 4.948 -0.0870
C 4.595 1.141 3.755 -1.0063
C -2.793 -5.936 -0.634 -0.6897
C -4.811 1.700 -0.974 0.6548
H -1.218 4.122 3.396 -0.0113
H -0.945 4.376 -0.405 0.4753
H 2.497 -4.108 4.517 0.3572
H -7.144 -2.906 0.724 0.4171
H 0.509 -4.670 1.212 0.4391
H -2.010 -4.512 -2.098 -0.1386
H -0.130 -3.473 -7.102 0.3267
H 5.111 -1.112 1.418 -0.0943
H 0.749 6.216 0.372 0.3602
H 2.176 0.463 -0.226 0.2585
H -3.077 4.941 5.628 0.3895
H -0.041 -0.614 -5.055 0.4595
H 1.117 -7.129 -0.977 0.1336
H 5.647 1.019 3.495 0.4177
H -5.190 2.421 2.811 0.5623
H -3.545 -5.966 0.154 0.2006
H 1.567 7.378 -2.915 0.2669
H 1.191 0.169 4.448 0.1714
H -2.778 -3.793 -0.672 0.1081
H -1.339 7.978 3.328 0.3076
H -0.785 3.639 4.982 0.1277
H -1.222 -0.374 -3.824 0.0128
H 6.383 -0.989 -6.497 0.3524
H 4.489 2.623 -3.969 0.2747
H -0.610 -2.510 -2.787 -0.1000
H 5.434 2.854 -2.442 0.3567
H 2.056 -1.170 0.237 -0.7511
H -0.208 0.773 1.925 0.1581
H 6.110 0.385 1.534 0.5731
H -4.692 3.654 -0.022 0.1764
H -5.662 1.371 -0.377 0.2993
H -3.469 -0.854 -3.457 0.3494
H -0.450 3.257 0.807 0.1451
H -5.757 -3.853 1.298 0.4024
H 0.017 -1.116 4.433 0.4981
H -7.042 -0.863 2.747 0.4021
H 5.150 4.211 -3.511 0.4051
H -5.783 -1.895 3.443 0.3470
H 3.261 5.791 -4.974 0.3637
H 5.106 0.665 -1.124 -0.0821
H 1.355 -4.248 -6.433 0.2810
H -3.585 3.090 2.299 -0.1157
H 0.533 -0.273 -3.417 0.0209
H 0.805 -2.942 0.781 -0.5464
H -3.923 1.368 -0.436 -0.1532
H 4.254 -2.767 2.329 -0.1605
H -5.350 -0.342 3.260 -0.0798
H 0.548 3.622 -0.514 -0.1189
H 0.207 -5.381 -7.024 0.4151
H 5.129 0.229 -6.425 0.2041
H 1.796 -1.376 4.808 -0.5103
H -1.286 -0.577 1.926 0.4508
H -1.037 5.350 4.626 0.3707
H 4.201 -4.331 4.513 0.4323
H -3.412 -1.084 -1.728 -0.0589
H 6.504 -0.145 -0.673 0.5742
H 1.930 7.800 -4.651 0.3768
H 1.846 -0.761 -1.383 -0.4399
H 3.385 -1.139 -3.254 -0.0676
H 1.358 4.983 1.536 0.2837
H -5.632 -3.304 -0.348 0.1819
H -1.429 0.052 6.690 0.2980
H 5.151 -0.963 -7.730 0.3598
H -3.349 4.767 3.889 0.2832
H -4.251 -2.323 -2.753 0.2242
H 0.879 -2.518 -3.677 0.4652
H 5.000 -0.570 -3.691 0.4990
H -2.883 8.317 2.469 0.4836
H -0.386 1.384 6.379 -0.0630
H 3.657 6.185 -3.328 0.3275
H 3.515 0.081 -4.517 0.2570
H 0.788 6.666 -4.296 0.3179
H -4.187 3.615 -1.731 0.3490
H -3.008 -6.728 -1.351 0.4722
H 0.496 -8.727 -1.125 0.4448
H 4.430 1.977 4.434 0.4313
H -2.788 6.975 3.692 0.2141
H 3.711 -2.664 4.693 0.4041
H 0.470 -0.886 2.022 -0.8883
H 0.573 -4.202 -0.476 0.0728
H 5.065 -1.107 -0.966 0.2262
H 4.228 0.178 4.111 0.1727
H -0.363 -7.415 -2.022 0.2277
H -3.661 -4.540 -2.061 0.4626
H -0.516 0.704 8.042 0.4396
H -5.826 3.674 -1.247 0.3577
H -4.082 1.365 1.892 -0.0808
H 2.536 -2.540 2.607 -0.5267
```

---

spin multiplicity of number 1 (C32H88O12)? 1

---

What is the formula in the second record? C32H88O28S12